1.
{
  "formula": "C6H14N2",
  "method": "ωB97M-V/def2-TZVPD",
  "multiplicity": 1,
  "total_charge": 0,
  "e_lumo_ev": -3.55,
  "e_above_lowest_kcal_mol": 168.5,
  "total_energy_ev": -9422.179,
  "orbital_gap_ev": 2.959,
  "species": ["N", "N", "C", "C", "C", "C", "C", "C", "H", "H", "H", "H", "H", "H", "H", "H", "H", "H", "H", "H", "H", "H"],
  "coordinates": [[-2.44528, -0.76289, 0.28297], [2.88291, 0.67161, 0.44279], [0.77787, 0.02077, -0.50992], [2.26024, -0.34521, -0.27340], [-1.02913, 1.01727, 1.09755], [0.08866, -0.96999, -1.42859], [0.15818, 0.11692, 0.89239], [-2.25306, 0.60434, 0.22265], [2.76919, -0.59641, -1.22151], [3.88094, 0.49336, 0.56671], [-0.87514, -0.58776, -1.74829], [0.66349, -1.19780, -2.32927], [0.80440, 1.03072, -0.93423], [-3.42184, -0.98753, 0.09628], [-1.37488, 0.90598, 2.11498], [2.22046, -1.31357, 0.27621], [-0.77584, 2.06125, 0.91815], [-1.99807, 0.92090, -0.81294], [-0.13660, -1.90504, -0.90180], [0.99339, 0.52093, 1.50717], [-3.13715, 1.18972, 0.46921], [-0.05275, -0.88755, 1.27289]],
  "atomic_forces_ev_per_a": [[0.0, -0.6, 0.0], [0.1, 0.2, 0.3], [0.5, 0.2, 0.4], [-1.0, 0.1, -0.3], [-0.2, -0.4, -0.4], [-0.3, -0.3, -0.1], [0.5, 0.1, 0.1], [0.3, 0.4, 0.2], [0.2, -0.1, 0.0], [0.0, -0.2, -0.1], [-0.1, 0.0, -0.1], [0.1, 0.1, 0.0], [-0.2, -0.1, -0.2], [-0.1, 0.1, 0.0], [0.0, 0.2, 0.5], [0.2, -0.1, 0.0], [-0.1, 0.1, -0.1], [0.2, 0.0, -0.1], [0.2, 0.1, -0.1], [-0.2, -0.1, 0.0], [-0.4, 0.2, 0.0], [0.0, 0.1, -0.1]],
  "nbo_charge": [-0.507, -0.508, -0.235, -0.286, -0.391, -0.608, -0.411, -0.285, 0.221, 0.321, 0.214, 0.202, 0.202, 0.320, 0.211, 0.228, 0.209, 0.230, 0.219, 0.248, 0.189, 0.217]
}

***

2.
{
  "formula": "C6H14N2",
  "method": "ωB97M-V/def2-TZVPD",
  "multiplicity": 1,
  "smiles": "CN1CCC(C)(C)N1",
  "total_charge": 0,
  "e_lumo_ev": 0.95,
  "e_above_lowest_kcal_mol": 70.1,
  "total_energy_ev": -9426.443,
  "orbital_gap_ev": 9.129,
  "species": ["N", "N", "C", "C", "C", "C", "C", "C", "H", "H", "H", "H", "H", "H", "H", "H", "H", "H", "H", "H", "H", "H"],
  "coordinates": [[1.13314, -0.90230, -0.72062], [0.84447, 0.45398, -0.79851], [2.20110, -1.25349, 0.21580], [-0.56748, 0.68410, 0.12121], [-1.52274, 1.27347, -0.88241], [-0.95789, -0.74059, 0.41850], [-0.27073, 1.63935, 1.22930], [-0.08910, -1.53733, -0.57958], [2.77606, -0.28898, 0.60397], [-0.67897, -0.95384, 1.47764], [-1.95564, -0.92123, 0.38398], [-0.86679, 1.33809, 2.13665], [0.23193, -2.60185, -0.35741], [2.87294, -1.92505, -0.43047], [-1.01294, 2.04665, -1.24714], [-0.59166, 2.68923, 1.18690], [0.60306, 0.72418, -1.76835], [-0.54959, -1.62008, -1.57496], [0.71575, 1.55081, 1.76111], [1.79693, -1.80068, 0.99749], [-1.68434, 0.57743, -1.69548], [-2.42754, 1.56812, -0.47762]],
  "atomic_forces_ev_per_a": [[1.3, 2.0, -0.7], [-1.5, 1.7, 1.3], [2.2, 1.7, -2.3], [1.8, -0.1, -2.8], [0.3, -3.0, 0.5], [3.9, 0.0, 1.8], [-0.2, -0.4, 3.8], [-0.6, -3.3, 0.0], [-1.3, -2.2, -1.0], [0.1, -0.2, -0.6], [-3.0, -0.4, -0.6], [-0.1, -0.1, -0.7], [-1.3, 0.8, 0.3], [-0.3, 0.9, 1.5], [1.6, 3.6, -1.8], [0.5, -0.2, -0.9], [0.0, -0.6, 0.7], [-0.3, 0.3, 0.2], [-0.4, 0.2, -1.3], [-0.5, -1.1, 1.9], [-0.2, -0.3, -0.2], [-1.9, 0.6, 0.9]],
  "nbo_charge": [-0.312, -0.477, -0.419, 0.112, -0.613, -0.456, -0.642, -0.214, 0.222, 0.200, 0.218, 0.207, 0.202, 0.199, 0.203, 0.224, 0.337, 0.188, 0.233, 0.177, 0.201, 0.208]
}

***

3.
{
  "formula": "C6H14N2",
  "method": "ωB97M-V/def2-TZVPD",
  "multiplicity": 1,
  "total_charge": 0,
  "e_lumo_ev": 0.59,
  "e_above_lowest_kcal_mol": 112.8,
  "total_energy_ev": -9424.595,
  "orbital_gap_ev": 7.780,
  "species": ["N", "N", "C", "C", "C", "C", "C", "C", "H", "H", "H", "H", "H", "H", "H", "H", "H", "H", "H", "H", "H", "H"],
  "coordinates": [[0.15499, 1.64912, -1.23820], [0.84863, -0.44628, -1.89797], [-2.27697, 0.34963, -0.67003], [-1.10213, -0.26498, -0.29675], [1.02494, 0.13019, 0.51990], [0.27143, 0.27693, -0.76898], [-0.71359, 0.11142, 1.69894], [1.71230, -1.15505, 0.83660], [-0.54593, 1.10996, 2.10179], [-0.15079, 2.25658, -0.48667], [0.22057, -0.33828, -2.68910], [1.06854, 1.94051, -1.57165], [2.56229, -1.32645, 0.16418], [-1.78810, 0.01134, 1.85385], [2.08165, -1.17447, 1.86461], [-2.28166, 1.14122, -1.40717], [-0.26566, -0.65687, 2.32965], [-1.03640, -1.33966, -0.11780], [-3.19934, 0.13886, -0.14291], [0.90228, -1.43944, -1.69878], [1.47870, 1.03536, 0.91080], [1.03425, -2.00963, 0.70570]],
  "atomic_forces_ev_per_a": [[0.0, -0.1, 0.1], [0.2, -0.2, 0.1], [1.2, -0.6, 0.4], [-0.9, 0.8, -3.1], [-2.2, -0.2, 0.9], [-0.9, -0.2, -0.6], [2.1, 0.3, 1.7], [-0.1, -0.2, 0.0], [0.4, 0.1, 0.2], [0.0, 0.0, -0.1], [0.1, 0.0, 0.1], [-0.1, 0.1, 0.1], [-0.1, 0.1, 0.1], [0.1, -0.4, -1.0], [0.0, 0.0, -0.1], [0.1, 0.3, 0.3], [0.1, 0.2, 0.4], [-0.1, 0.2, 0.8], [-0.1, -0.3, -0.3], [0.0, 0.0, 0.0], [0.1, 0.0, -0.1], [0.1, 0.1, 0.0]],
  "nbo_charge": [-0.835, -0.839, -0.511, -0.161, -0.031, 0.147, -0.654, -0.678, 0.199, 0.364, 0.376, 0.370, 0.238, 0.223, 0.227, 0.216, 0.187, 0.200, 0.190, 0.354, 0.209, 0.212]
}

***

4.
{
  "formula": "C6H14N2",
  "method": "ωB97M-V/def2-TZVPD",
  "multiplicity": 1,
  "smiles": "CN/C=C/C[C@H](C)N",
  "total_charge": 0,
  "e_lumo_ev": 1.11,
  "e_above_lowest_kcal_mol": 31.9,
  "total_energy_ev": -9428.103,
  "orbital_gap_ev": 8.733,
  "species": ["N", "N", "C", "C", "C", "C", "C", "C", "H", "H", "H", "H", "H", "H", "H", "H", "H", "H", "H", "H", "H", "H"],
  "coordinates": [[1.26622, -2.91113, 0.28479], [-1.68358, 2.09486, -0.46656], [2.15748, -0.74177, 1.12273], [0.11580, 0.56945, -0.89195], [0.79821, -0.77442, -1.00131], [-1.06820, 0.85613, -0.35794], [-2.91901, 2.31768, 0.22886], [1.05839, -1.48191, 0.39407], [-2.83770, 2.66841, 1.26785], [-3.51325, 3.14628, -0.18616], [0.14491, -1.39166, -1.62098], [1.80929, -0.69127, -1.38824], [-3.59127, 1.46993, 0.14025], [2.23670, -3.17259, 0.13221], [0.54427, 1.31024, -1.56806], [1.95398, 0.30444, 1.33325], [2.40864, -1.35302, 1.98062], [0.10731, -1.35212, 0.93181], [-1.59018, 0.13618, 0.26299], [-1.10815, 2.91222, -0.60073], [3.02501, -0.63883, 0.45843], [0.68512, -3.27711, -0.45593]],
  "atomic_forces_ev_per_a": [[0.5, -0.1, 0.3], [-0.5, 0.0, 0.0], [0.5, -0.5, -0.7], [0.6, 0.1, -1.1], [-0.2, -0.4, 1.8], [0.6, 0.2, 0.3], [-0.9, 1.2, 0.2], [-1.7, 1.2, -1.1], [0.3, -0.7, 0.2], [0.4, -0.2, -0.5], [0.4, -0.4, -0.1], [-0.1, 0.1, -0.8], [0.2, -0.3, 0.2], [-0.2, 0.1, -0.2], [0.0, 0.2, 0.3], [-0.6, -0.2, 0.5], [0.3, 0.4, 0.5], [0.2, 0.0, 0.2], [-0.2, -0.1, -0.1], [0.1, -0.3, 0.0], [0.2, -0.5, 0.1], [0.2, -0.2, 0.0]],
  "nbo_charge": [-0.841, -0.620, -0.627, -0.301, -0.434, 0.006, -0.410, -0.027, 0.172, 0.198, 0.201, 0.201, 0.202, 0.356, 0.189, 0.228, 0.218, 0.166, 0.185, 0.384, 0.193, 0.359]
}

***

5.
{
  "formula": "C6H14N2",
  "method": "ωB97M-V/def2-TZVPD",
  "multiplicity": 1,
  "total_charge": 0,
  "e_lumo_ev": [-0.13, -0.20],
  "e_above_lowest_kcal_mol": 114.7,
  "total_energy_ev": -9424.509,
  "orbital_gap_ev": [9.086, 9.488],
  "species": ["N", "N", "C", "C", "C", "C", "C", "C", "H", "H", "H", "H", "H", "H", "H", "H", "H", "H", "H", "H", "H", "H"],
  "coordinates": [[-1.74279, -1.40284, -0.26001], [-0.58692, 0.17018, -0.76237], [1.61850, -0.74911, -1.21083], [1.31977, 1.34040, 0.02674], [0.88284, -0.94370, 1.06966], [0.66326, -0.08971, -0.20429], [-1.69270, 0.00610, 0.14971], [-2.96449, 0.75700, -0.10018], [2.45165, 1.34336, -0.03392], [1.81347, -1.61182, 0.95640], [1.11371, 1.90746, -0.75944], [2.74199, -0.75815, -1.01348], [-1.49544, 0.10186, 1.22292], [1.27520, -1.76063, -1.32708], [1.42690, -0.46636, -2.23402], [0.97902, -0.35433, 1.95035], [0.06851, -1.62582, 1.46122], [-3.87528, 0.36324, 0.32572], [-1.03276, -2.06204, -0.04354], [-3.12227, 0.62608, -1.14559], [0.85547, 1.70751, 0.87124], [-2.99520, 1.82828, 0.12010]],
  "atomic_forces_ev_per_a": [[-1.0, 2.7, -2.7], [-3.1, -1.7, 0.2], [0.2, -0.9, -1.2], [1.8, -3.5, 0.8], [-0.2, -1.9, 0.9], [4.5, 0.1, 0.6], [0.4, -1.2, 2.4], [-0.4, 0.3, -1.2], [-1.3, -0.5, 1.0], [-1.4, 1.2, 0.2], [-1.4, 2.6, -3.5], [-1.7, 0.3, 0.1], [0.8, 0.2, 0.1], [0.2, -1.1, 0.4], [0.2, 1.1, -0.4], [0.6, 0.9, 0.7], [0.6, 0.5, -1.1], [0.2, -0.6, 0.7], [1.0, 0.1, 1.0], [-0.3, 0.3, -1.1], [-0.3, 1.3, 2.0], [0.7, -0.2, 0.1]],
  "nbo_charge": [-0.481, -0.218, -0.615, -0.575, -0.654, 0.042, 0.030, -0.630, 0.218, 0.228, 0.211, 0.215, 0.153, 0.204, 0.223, 0.215, 0.219, 0.227, 0.343, 0.225, 0.201, 0.218]
}